The following is a quantum chemistry calculation of an isolated molecule of C23H29N3O4S at a distorted geometry, from OMol25.

The electronic energy comes out at -47817.3533 eV. The calculation puts the gap between HOMO and LUMO at 9.062 eV. The structure (SMILES) is O=C(NCCCN1CCOCC1)c1cccc(S(=O)(=O)N2CCc3ccccc3C2)c1.

Structure (ORCA input):
```
! wB97M-V def2-TZVPD RIJCOSX def2/J DEFGRID3
* xyz 0 1
O 1.2008 1.0720 2.4191
C 0.0217 0.7839 2.3476
N -0.4951 -0.3682 2.8292
C 0.3323 -1.4679 3.2672
C 0.2319 -2.6608 2.3074
H -0.7776 -3.0734 2.3759
H 0.9257 -3.4358 2.6341
C 0.5054 -2.2931 0.8334
N 1.8666 -2.3625 0.3516
C 2.4043 -3.7004 0.1973
H 1.6822 -4.3204 -0.3385
C 3.6972 -3.6012 -0.6174
O 4.6403 -2.7662 0.0091
C 4.1071 -1.4758 0.2103
H 4.8818 -0.9009 0.7194
C 2.8317 -1.5323 1.0519
H 2.4278 -0.5283 1.1841
H 3.0914 -1.9512 2.0388
H 3.8832 -1.0102 -0.7615
H 4.1703 -4.5800 -0.7149
H 3.4578 -3.2085 -1.6177
H 2.6323 -4.1769 1.1666
H -0.0809 -2.9592 0.1926
H 0.1590 -1.2701 0.6567
H 0.0221 -1.7804 4.2699
H 1.3509 -1.0820 3.3181
H -1.4838 -0.5410 2.7343
C -0.9782 1.6867 1.6985
C -1.9329 1.1764 0.8262
C -2.7793 2.0420 0.1670
C -2.7275 3.4046 0.3841
C -1.7807 3.9155 1.2580
C -0.8959 3.0619 1.8931
H -0.1327 3.4450 2.5532
H -1.7261 4.9790 1.4338
H -3.4289 4.0377 -0.1359
S -3.9646 1.3616 -1.0033
O -4.8297 2.4275 -1.4103
O -4.5366 0.1848 -0.4148
N -3.1236 0.8749 -2.3537
C -2.5600 -0.4602 -2.3627
H -2.8209 -0.9216 -1.4089
H -3.0609 -1.0363 -3.1504
C -1.0390 -0.4858 -2.5994
C -0.3604 0.7221 -2.0274
C 0.8385 0.6577 -1.3341
C 1.4250 1.8173 -0.8569
C 0.8201 3.0431 -1.0788
C -0.3769 3.1140 -1.7709
C -0.9710 1.9563 -2.2458
C -2.3046 1.9202 -2.9365
H -2.8542 2.8548 -2.8219
H -2.1893 1.7092 -4.0064
H -0.8522 4.0685 -1.9443
H 1.2801 3.9461 -0.7074
H 2.3507 1.7639 -0.3053
H 1.3144 -0.2987 -1.1742
H -0.6151 -1.4005 -2.1838
H -0.8567 -0.4948 -3.6786
H -2.0170 0.1179 0.6332
*
```

Here are the Mulliken charges for atoms 1 to 6, given in e: atom 1 (O): -0.661, atom 2 (C): 0.136, atom 3 (N): -0.154, atom 4 (C): -0.850, atom 5 (C): -0.769, atom 6 (H): 0.460

=====

The following is a quantum chemistry calculation of an isolated molecule of C23H29N3O6S, from OMol25.

The electronic energy comes out at -51911.7164 eV. The calculation puts the gap between HOMO and LUMO at 9.120 eV. The structure (SMILES) is COc1ccc(CC(=O)Nc2cc(S(=O)(=O)N3CCOCC3)ccc2N2CCOCC2)cc1.

Structure (ORCA input):
```
! wB97M-V def2-TZVPD RIJCOSX def2/J DEFGRID3
* xyz 0 1
C 6.5262 0.3701 1.2469
H 7.0512 0.1407 2.1724
O 5.3048 0.9521 1.6382
C 4.4165 1.3097 0.6743
C 4.6394 1.2160 -0.6947
C 3.6402 1.5809 -1.5845
C 2.4129 2.0489 -1.1414
C 2.2056 2.1598 0.2336
C 3.1862 1.7951 1.1280
H 3.0291 1.8741 2.1920
H 1.2599 2.5328 0.5987
C 1.3217 2.4228 -2.1018
C 0.0131 1.6650 -1.8878
O -1.0642 2.1512 -2.1394
N 0.2053 0.3944 -1.4271
C -0.7573 -0.5092 -0.9836
C -2.1167 -0.3422 -1.2148
C -3.0130 -1.2302 -0.6524
C -2.5944 -2.2775 0.1407
C -1.2367 -2.4799 0.3318
C -0.3067 -1.6199 -0.2381
N 1.0918 -1.7716 -0.0922
C 1.5729 -2.4121 1.1192
H 1.0602 -1.9807 1.9798
C 3.0757 -2.1384 1.2157
H 3.5031 -2.6280 2.0918
O 3.7629 -2.6617 0.1009
C 3.2694 -2.1165 -1.1007
H 3.8169 -2.6097 -1.9057
C 1.7653 -2.3531 -1.2489
H 1.3992 -1.8904 -2.1663
H 1.5740 -3.4371 -1.3042
H 3.4715 -1.0350 -1.1284
H 3.2390 -1.0532 1.2846
H 1.4148 -3.5020 1.1057
H -0.9022 -3.3178 0.9229
H -3.3313 -2.9385 0.5671
S -4.7666 -0.9448 -0.8804
O -5.0043 -0.4346 -2.1954
O -5.4792 -2.1108 -0.4465
N -5.1412 0.2731 0.1947
C -5.0273 -0.0642 1.5935
H -5.4733 -1.0488 1.7303
C -5.7774 0.9997 2.3998
H -5.6446 0.8408 3.4712
O -5.2764 2.2875 2.1266
C -5.3937 2.6002 0.7560
H -4.9803 3.6023 0.6352
C -4.6283 1.5908 -0.1030
H -4.7875 1.7750 -1.1645
H -3.5542 1.6603 0.1274
H -6.4528 2.5964 0.4618
H -6.8463 0.9518 2.1473
H -3.9717 -0.0875 1.9101
H -2.4748 0.4684 -1.8258
H 1.1438 0.1533 -1.1254
H 1.6401 2.2350 -3.1306
H 1.0855 3.4869 -2.0237
H 3.8302 1.4953 -2.6451
H 5.5795 0.8565 -1.0819
H 7.1301 1.0629 0.6524
H 6.3641 -0.5546 0.6836
*
```

Here are the Mulliken charges for atoms 1 to 6, given in e: atom 1 (C): -0.853, atom 2 (H): 0.257, atom 3 (O): -0.464, atom 4 (C): 0.618, atom 5 (C): -0.505, atom 6 (C): -0.697

=====

The following is a quantum chemistry calculation of a structure of composition C23H29N7O3 at a distorted geometry, from OMol25.

The electronic energy comes out at -40870.1596 eV. The calculation puts the gap between HOMO and LUMO at 8.189 eV.

Structure (ORCA input):
```
! wB97M-V def2-TZVPD RIJCOSX def2/J DEFGRID3
* xyz 0 1
C 1.4835 -7.0958 3.2541
H 1.5984 -8.1089 3.3472
O 2.3214 -6.7230 2.1641
C 2.4816 -5.5539 1.7044
C 1.7418 -4.6296 1.9839
C 1.8617 -3.3225 1.6657
C 2.8892 -3.0535 0.7799
C 3.4915 -4.1432 0.1625
C 3.3754 -5.4118 0.7546
H 4.1205 -6.1106 0.4490
H 4.1326 -3.8927 -0.3992
N 2.7538 -1.9028 0.0555
C 2.1743 -0.7840 -0.1490
N 0.7536 -0.7445 0.5750
C 0.0633 0.2380 0.3153
N 0.5811 1.4463 -0.0118
C 1.9132 1.4454 -0.6594
N 2.6309 0.3537 -0.5339
N 2.1349 2.6195 -1.2428
H 3.1506 2.4629 -1.5004
C 1.4422 3.6158 -1.5433
H 0.5809 3.6734 -0.6060
H 1.9769 4.6430 -1.2280
C 1.0358 3.7308 -2.7744
N 0.2912 4.9119 -3.5139
C 0.4597 5.2061 -4.8644
C 0.2534 6.5420 -5.2368
H -0.1766 6.7340 -6.2458
O -1.0963 6.8759 -4.5039
C -1.0841 6.8002 -3.1958
C -0.8897 5.3238 -2.8316
H -0.7453 5.1616 -1.8268
H -1.5706 4.6627 -3.1751
H -2.0373 6.9395 -2.9166
H -0.3549 7.4049 -2.7859
H 0.6744 7.3476 -4.7187
H 1.4054 4.8693 -5.3842
H -0.1648 4.5637 -5.0487
H 1.8526 3.4534 -3.5465
H 0.1815 2.8700 -2.9354
N -1.0392 0.4816 0.9711
C -1.8959 -0.6396 1.8144
C -1.5880 -2.0820 1.4346
C -2.2697 -3.0009 2.0194
C -3.5716 -2.6821 2.8338
C -3.7310 -1.1003 2.8410
C -2.8874 -0.2000 2.2679
H -3.0956 0.8814 2.3405
H -4.7428 -0.8929 3.4803
O -4.2223 -3.6640 3.5408
C -5.3368 -3.2543 4.1966
H -5.0304 -2.6399 5.0448
H -6.1540 -2.6213 3.5159
H -5.5471 -4.1234 4.6184
H -2.0946 -3.8536 1.9174
H -0.8311 -2.1543 0.9268
H -1.5457 1.2097 0.8159
H 3.7492 -1.6793 -0.3789
H 1.0395 -2.4331 1.9902
H 0.9946 -4.4384 3.0862
H 1.6358 -6.5987 4.0038
H 0.4767 -6.9335 2.8860
*
```

Here are the Mulliken charges for atoms 1 to 6, given in e: atom 1 (C): -1.153, atom 2 (H): 0.290, atom 3 (O): -0.477, atom 4 (C): 0.516, atom 5 (C): 0.802, atom 6 (C): -0.657